# C9H14S

A single C9H14S molecule (the ωB97M-V functional and the def2-TZVPD basis, OMol25).

The energy above the lowest of the compared OMol25 structures with the same formula, charge and spin is 0.0 kcal/mol. Its gap between HOMO and LUMO (spin up / spin down) is 7.44 / 8.06 eV. Its spin multiplicity is 3.

Cartesian coordinates (Å):
C (-0.408765, 0.545238, -0.368885)
C (-0.403166, 0.862754, 0.909143)
C (-1.539353, 0.951773, -1.289981)
C (0.643414, -0.368867, -1.001233)
C (-2.204549, -0.280428, -1.991634)
C (-0.066771, -1.601199, -1.570821)
C (-1.171183, -1.034822, -2.658043)
C (2.056819, 0.757898, 2.883954)
C (2.173993, 0.793023, 4.433797)
S (0.479218, 0.324601, 2.290700)
H (-2.377464, 1.386055, -0.710198)
H (-1.300879, 1.760919, -1.990139)
H (0.942205, 0.267075, -1.907760)
H (1.486827, -0.452416, -0.291292)
H (-2.621119, -0.954475, -1.094518)
H (-3.080244, 0.103857, -2.517007)
H (0.567628, -2.072699, -2.266526)
H (-0.554630, -2.122013, -0.775680)
H (-1.652870, -1.738710, -3.229254)
H (-0.574245, -0.412422, -3.336926)
H (2.825368, 0.771436, 2.121253)
H (2.686572, 1.748629, 4.664610)
H (2.938740, 0.114714, 4.872443)
H (1.154453, 0.650079, 4.823996)

Forces on atoms 1 to 2 (eV/Å):
-0.165 -0.092 -0.172
1.300 0.482 0.005

Here are the Mulliken charges for atoms 1 to 4, given in e: atom 1 (C): 0.681, atom 2 (C): -0.477, atom 3 (C): -0.912, atom 4 (C): -0.553

***

# C2H4N2O2

A single C2H4N2O2 molecule (the ωB97M-V functional and the def2-TZVPD basis, OMol25).

The energy above the lowest of the compared OMol25 structures with the same formula, charge and spin is 7.4 kcal/mol. Its gap between HOMO and LUMO is 11.24 eV. As for the SMILES: NC(=O)NC=O.

Cartesian coordinates (Å):
N (-1.347304, -0.532586, 0.531948)
C (-0.027792, -0.432002, 0.888911)
O (0.363214, -0.654885, 2.003510)
N (0.825991, 0.177186, -0.091014)
C (0.667988, 0.666916, -1.378229)
O (-0.358458, 0.763474, -1.959974)
H (-1.767666, -0.188355, -0.335475)
H (-1.912317, -0.886997, 1.301678)
H (1.803505, 0.304135, 0.250992)
H (1.646445, 0.980823, -1.716117)

Forces on atoms 1 to 2 (eV/Å):
0.184 -0.382 0.156
-1.294 1.861 -1.080

Here are the Mulliken charges for atoms 1 to 4, given in e: atom 1 (N): -0.352, atom 2 (C): 0.459, atom 3 (O): -0.578, atom 4 (N): -0.170

***

# C10H10ClF16O3P

3 unconnected molecules or ions with the total composition C10H10ClF16O3P (the ωB97M-V functional and the def2-TZVPD basis, OMol25).

Its gap between HOMO and LUMO is 9.89 eV. As for the SMILES: FC(F)C(F)(F)COC(F)(F)C(F)F.FC(F)C(F)(F)COC(F)(F)C(F)F.OPCl.

Cartesian coordinates (Å):
F (6.768080, 0.356671, 2.534854)
C (6.859784, -0.599721, 3.481929)
F (8.054732, -1.214826, 3.349152)
C (5.744160, -1.637393, 3.306641)
F (5.912606, -2.302482, 2.151838)
F (5.932104, -2.518378, 4.339248)
C (4.298553, -1.148206, 3.449399)
O (3.634520, -0.861520, 2.235821)
C (3.600402, 0.392505, 1.708655)
F (4.260367, 1.289847, 2.460271)
F (2.305335, 0.787608, 1.653733)
C (4.103606, 0.397441, 0.256198)
F (5.360624, -0.084246, 0.197143)
F (4.109367, 1.669995, -0.194560)
H (6.803923, -0.139392, 4.471561)
H (3.758973, -1.993652, 3.872147)
H (4.247352, -0.318921, 4.154258)
H (3.441531, -0.210500, -0.363003)
F (-5.476666, 2.664548, -0.886133)
C (-6.407429, 2.774292, -1.855531)
F (-7.621649, 2.858945, -1.270445)
C (-6.381677, 1.542635, -2.769518)
F (-6.756498, 0.450779, -2.082757)
F (-7.338151, 1.802005, -3.715984)
C (-5.095004, 1.275877, -3.559281)
O (-4.217758, 0.324595, -2.989836)
C (-3.187256, 0.685138, -2.175744)
F (-3.126655, 2.012951, -1.973691)
F (-2.029908, 0.319224, -2.780685)
C (-3.232734, -0.081129, -0.844542)
F (-4.400964, 0.153201, -0.215039)
F (-2.223067, 0.354495, -0.063988)
H (-6.226209, 3.684097, -2.433345)
H (-5.430602, 0.824601, -4.491095)
H (-4.592725, 2.214086, -3.792134)
H (-3.118594, -1.152119, -1.023841)
O (-1.525193, -3.107227, -0.623511)
P (-0.188756, -2.543360, -1.423892)
Cl (0.572889, -1.372054, 0.073347)
H (-1.877994, -3.913824, -1.006937)
H (0.686582, -3.636586, -1.160705)

Forces on atoms 1 to 2 (eV/Å):
0.045 -0.022 -0.003
-0.042 -0.003 -0.033

Here are the Mulliken charges for atoms 1 to 4, given in e: atom 1 (F): -0.220, atom 2 (C): 0.072, atom 3 (F): -0.264, atom 4 (C): 0.879

***

# C11H17N2S

A gas-phase ion, C11H17N2S (charge +1) (the ωB97M-V functional and the def2-TZVPD basis, OMol25).

The energy above the lowest of the compared OMol25 structures with the same formula, charge and spin is 61.6 kcal/mol. Its gap between HOMO and LUMO is 7.81 eV. As for the SMILES: CC[N+](C)=C=N[C@H]1C(=S)C=CC1(C)C. Its charge is +1.

Cartesian coordinates (Å):
C (-1.663656, 1.145689, -3.266947)
C (-2.394817, 0.424252, -2.132163)
N (-2.007443, 1.094772, -0.879494)
C (-2.674959, 2.358293, -0.535686)
C (-1.063241, 0.651777, -0.116831)
N (-0.235673, 0.601225, 0.706450)
C (1.104799, 0.244469, 1.145020)
C (1.744873, 0.623626, 2.836082)
S (1.621989, 2.074550, 3.403358)
C (2.310165, -0.620477, 3.208764)
C (2.181094, -1.593796, 2.289225)
C (1.469612, -1.156718, 0.931491)
C (0.284572, -2.143727, 0.728916)
C (2.538005, -1.361627, -0.136255)
H (-1.254871, 0.428976, -3.964233)
H (-2.320708, 1.928760, -3.754702)
H (-0.718131, 1.599368, -2.868819)
H (-2.025627, -0.534531, -1.996223)
H (-3.445611, 0.393726, -2.071533)
H (-3.605007, 2.001828, 0.009077)
H (-3.063464, 2.838557, -1.445388)
H (-2.022473, 2.945950, 0.024687)
H (1.851068, 0.956930, 0.659565)
H (2.802758, -0.686300, 4.127297)
H (2.413522, -2.614958, 2.501316)
H (0.614649, -3.235888, 0.605577)
H (-0.235269, -1.856212, -0.190732)
H (-0.455597, -2.111170, 1.505891)
H (2.754866, -2.494852, -0.274070)
H (3.348551, -0.799724, 0.105195)
H (2.146027, -1.102767, -1.154836)

Forces on atoms 1 to 2 (eV/Å):
-0.189 0.939 -0.164
1.625 1.565 0.586

Here are the Mulliken charges for atoms 1 to 4, given in e: atom 1 (C): -0.990, atom 2 (C): -0.625, atom 3 (N): -0.132, atom 4 (C): -0.992

***

# C19H5Cl5F5O3OsSe

A molecular structure, C19H5Cl5F5O3OsSe (the ωB97M-V functional and the def2-TZVPD basis, OMol25).

The energy above the lowest of the compared OMol25 structures with the same formula, charge and spin is 16.3 kcal/mol. Its gap between HOMO and LUMO (spin up / spin down) is 5.24 / 5.25 eV. Its charge is +1.

Cartesian coordinates (Å):
Os (-0.779173, -1.767952, 0.413392)
Cl (-1.905123, 1.623855, 1.909085)
C (-2.931910, 0.259090, 1.762368)
C (-2.419360, -0.950895, 1.294460)
C (-3.295382, -2.025593, 1.268890)
Cl (-2.425760, -3.511824, 0.768786)
C (-4.634737, -1.995097, 1.561071)
Cl (-5.600167, -3.398591, 1.440576)
C (-5.133593, -0.755480, 1.978289)
Cl (-6.787183, -0.616427, 2.353658)
C (-4.282429, 0.358929, 2.096352)
Cl (-4.921812, 1.845413, 2.648253)
O (2.208968, 0.614593, 3.059117)
C (2.218271, 1.565126, 2.103262)
C (2.975003, 2.726769, 2.223642)
C (2.966820, 3.669071, 1.214453)
C (2.214461, 3.476524, 0.054528)
C (1.463726, 2.333141, -0.069920)
C (1.447159, 1.369169, 0.950977)
C (0.615684, 0.205017, 0.760725)
O (0.395866, -0.721775, 1.633117)
O (-0.008083, -0.042978, -0.326275)
H (2.787192, 0.874437, 3.786231)
H (3.573689, 2.881211, 3.113859)
H (3.557414, 4.568637, 1.329595)
H (2.226065, 4.214066, -0.735028)
H (0.864544, 2.159829, -0.954237)
F (1.318063, -0.508147, -5.659352)
C (1.313890, -1.029523, -4.450777)
C (2.478985, -1.031262, -3.696334)
F (3.583927, -0.505889, -4.197981)
C (2.467196, -1.576340, -2.426781)
F (3.590128, -1.575143, -1.725950)
C (1.300199, -2.108801, -1.879538)
Se (1.271073, -2.915892, -0.175971)
C (0.147683, -2.068401, -2.661072)
F (-1.028152, -2.531789, -2.164258)
C (0.136338, -1.557964, -3.936783)
F (-0.969479, -1.549111, -4.664430)

Forces on atoms 1 to 2 (eV/Å):
0.031 -0.470 -0.679
-0.009 -0.001 0.003

Here are the Mulliken charges for atoms 1 to 4, given in e: atom 1 (Os): 1.527, atom 2 (Cl): -0.137, atom 3 (C): 0.895, atom 4 (C): -0.607

***

# C5H9CdO3

A molecular structure, C5H9CdO3 (the ωB97M-V functional and the def2-TZVPD basis, OMol25).

The energy above the lowest of the compared OMol25 structures with the same formula, charge and spin is 0.0 kcal/mol. Its gap between HOMO and LUMO is 5.44 eV. Its charge is +3.

Cartesian coordinates (Å):
H (-0.580056, 1.246288, 1.384465)
O (0.395610, 0.695404, -0.240008)
O (-1.390074, -0.650358, -0.246500)
O (0.676949, -1.454571, 0.247955)
C (0.232091, 1.771367, 0.745632)
C (-1.834062, -1.732120, -0.751910)
C (-0.064590, 3.089235, 0.101140)
C (-3.248746, -1.923284, -0.895668)
C (-0.022169, -0.474672, 0.061297)
H (1.170759, 1.744808, 1.304541)
H (-1.098908, -2.490947, -1.052428)
H (-1.010442, 3.455217, 0.523097)
H (0.718935, 3.820609, 0.336198)
H (-0.172042, 2.999032, -0.986500)
H (-3.408546, -2.227247, -1.948759)
H (-3.510405, -2.833371, -0.324544)
H (-3.842360, -1.051617, -0.613317)
Cd (2.424921, -2.083832, 0.660222)

Forces on atoms 1 to 2 (eV/Å):
0.927 1.987 -0.384
0.273 -3.272 -0.555

Here are the Mulliken charges for atoms 1 to 4, given in e: atom 1 (H): 0.344, atom 2 (O): -0.252, atom 3 (O): -0.107, atom 4 (O): -0.562